Arrangement a

{
  "formula": "C16H17N3O3",
  "method": "the ωB97M-V functional and the def2-TZVPD basis",
  "symbols": ["N", "C", "N", "O", "C", "O", "C", "C", "C", "O", "C", "C", "C", "C", "C", "C", "C", "C", "C", "C", "C", "N", "H", "H", "H", "H", "H", "H", "H", "H", "H", "H", "H", "H", "H", "H", "H", "H", "H"],
  "xyz": [[-2.73190, 0.57624, -1.24806], [-3.20152, 0.02296, -0.11033], [-2.59356, -0.34088, 0.95685], [-1.20739, -0.20766, 1.14270], [-0.48535, 0.85985, 0.83906], [-0.87270, 1.84626, 0.25373], [0.92171, 0.67198, 1.36951], [1.91434, 1.59563, 0.66886], [2.18298, 1.12733, -0.76472], [2.72483, -0.17426, -0.82102], [4.03531, -0.38070, -0.50574], [4.43543, -1.71814, -0.47759], [5.74135, -2.05308, -0.18896], [6.67427, -1.06285, 0.07778], [6.28243, 0.26188, 0.04840], [4.97269, 0.61093, -0.23900], [-4.65245, -0.29278, -0.12200], [-5.25713, -1.02533, 0.89625], [-6.61609, -1.27059, 0.81050], [-7.32053, -0.78231, -0.28069], [-6.62429, -0.06509, -1.24137], [-5.32883, 0.17588, -1.16701], [-3.46062, 0.85628, -1.89099], [-1.90501, 1.15805, -1.19517], [1.20802, -0.37266, 1.24282], [0.89333, 0.88657, 2.44021], [2.84805, 1.60962, 1.23263], [1.50692, 2.60674, 0.63162], [2.82551, 1.84391, -1.29019], [1.23734, 1.05568, -1.30832], [3.69709, -2.47544, -0.69024], [6.03420, -3.09240, -0.17090], [7.69653, -1.32355, 0.30559], [7.00051, 1.04288, 0.25241], [4.70364, 1.65565, -0.25640], [-4.65497, -1.37869, 1.71567], [-7.12080, -1.83484, 1.58117], [-8.38069, -0.95246, -0.38410], [-7.12268, 0.33938, -2.11294]],
  "lowdin_charge": [0.17, -0.34, 0.12, 0.02, -0.48, 0.08, -0.08, -0.15, -0.19, -0.05, -0.27, -0.01, -0.09, -0.11, -0.09, -0.03, -0.21, 0.00, -0.06, -0.06, -0.13, 0.10, 0.09, 0.08, 0.13, 0.13, 0.11, 0.12, 0.12, 0.13, 0.12, 0.10, 0.10, 0.10, 0.10, 0.11, 0.11, 0.10, 0.11],
  "homo_lumo_gap_ev": 9.0,
  "e_homo_ha": -0.3133,
  "smiles": "N/C(=N\\OC(=O)CCCOc1ccccc1)c1ccccn1"
}

Arrangement b

{
  "formula": "C16H17N3O3",
  "method": "the ωB97M-V functional and the def2-TZVPD basis",
  "symbols": ["C", "C", "O", "C", "C", "C", "C", "C", "C", "H", "H", "N", "C", "O", "C", "N", "C", "C", "C", "N", "C", "H", "H", "H", "H", "H", "C", "C", "O", "H", "H", "H", "H", "H", "H", "H", "H", "H", "H"],
  "xyz": [[-0.40685, -6.73835, -2.27231], [-0.05554, -5.39297, -1.97060], [-1.13990, -4.72050, -1.61898], [-1.13613, -3.32208, -1.13268], [-2.49636, -2.62418, -0.80622], [-2.36611, -1.32962, -0.19411], [-1.18247, -0.60833, -0.00226], [0.06509, -1.17775, -0.70163], [0.10644, -2.46892, -1.11306], [0.98326, -3.00833, -1.32852], [1.19431, -0.65499, -0.57006], [-1.05055, 0.82199, 0.13708], [-0.68770, 1.75932, -0.48138], [0.25886, 1.56468, -1.43123], [-0.79355, 3.08174, 0.23025], [0.51668, 3.69111, 0.79589], [1.08723, 4.42820, -0.06920], [2.37475, 4.75357, 0.61993], [2.34057, 3.96930, 1.62148], [1.21153, 3.38655, 1.89789], [3.23625, 4.09898, 2.80351], [3.55739, 5.06330, 3.41780], [4.33770, 3.61802, 2.54166], [2.98134, 3.36308, 3.81557], [3.31247, 5.41680, -0.08052], [0.88679, 4.67278, -1.16805], [-1.69222, 2.60237, 1.62888], [-1.67718, 1.07185, 1.28278], [-2.47663, 0.44900, 2.20165], [-2.46156, 3.08996, 1.82005], [-0.78058, 2.68293, 2.36896], [-1.37319, 3.76843, -0.41117], [-3.20560, -0.95952, 0.00786], [-3.31189, -3.21603, -0.74483], [0.40367, -4.69334, -2.73633], [0.90002, -5.37344, -1.13726], [0.41591, -7.18482, -2.81530], [-1.04407, -6.71494, -2.91765], [-0.83219, -7.16581, -1.48787]],
  "lowdin_charge": [-0.05, -0.38, -0.07, -0.02, 0.08, 0.00, -0.09, 0.01, -0.05, 0.07, 0.19, 0.05, -0.37, -0.01, -0.02, -0.13, -0.08, -0.05, -0.54, 0.13, -0.10, 0.09, 0.10, 0.13, 0.20, 0.16, 0.09, -0.24, 0.00, 0.02, 0.14, 0.15, 0.03, 0.06, 0.14, 0.18, 0.12, -0.01, 0.06],
  "homo_lumo_gap_ev": 8.4,
  "e_homo_ha": -0.3235
}

Result of the stability comparison: arrangement a is the most stable of them.

Arrangement a

{
  "formula": "C5H10FN",
  "method": "the ωB97M-V functional and the def2-TZVPD basis",
  "symbols": ["C", "C", "N", "F", "C", "C", "C", "H", "H", "H", "H", "H", "H", "H", "H", "H", "H"],
  "xyz": [[0.88000, 1.26801, 2.75805], [1.01253, 0.71598, 1.59438], [-0.24665, 0.31931, 0.62624], [-1.34752, 0.31910, 1.53728], [-0.12444, -1.00883, -0.00963], [-0.94015, -0.93509, -1.35782], [-0.27388, 0.04128, -2.26847], [1.84988, 1.48869, 3.37758], [-0.10648, 1.64610, 3.06945], [1.87724, 0.62934, 0.89270], [-0.51615, -1.81412, 0.68154], [1.00208, -1.17495, -0.42741], [-0.83138, -1.91240, -1.66467], [-2.02569, -0.70775, -1.18863], [-0.85072, 0.36179, -3.19482], [-0.01334, 0.93822, -1.66137], [0.65466, -0.17469, -2.76437]],
  "lowdin_charge": [-0.03, -0.12, -0.11, -0.10, -0.20, -0.26, -0.15, 0.10, 0.07, 0.11, 0.13, 0.16, 0.06, 0.13, 0.09, 0.07, 0.06],
  "homo_lumo_gap_ev": 10.2,
  "e_homo_ha": -0.3349,
  "smiles": "C=CN(F)CCC"
}

Arrangement b

{
  "formula": "C5H10FN",
  "method": "the ωB97M-V functional and the def2-TZVPD basis",
  "symbols": ["C", "C", "C", "N", "C", "C", "F", "H", "H", "H", "H", "H", "H", "H", "H", "H", "H"],
  "xyz": [[-0.82801, 1.83550, -0.07116], [-0.11737, 0.67985, 0.49173], [0.94835, -0.04892, -0.35722], [2.35439, 0.11491, -0.03675], [0.36438, -1.36554, 0.15410], [-0.93476, -0.64834, 0.53088], [-1.80626, -0.74367, -0.53917], [-1.68830, 2.15014, 0.51806], [-1.17868, 1.53215, -1.08554], [-0.16372, 2.71785, -0.15048], [0.25760, 0.90158, 1.47965], [0.70562, 0.11820, -1.41359], [2.62834, 1.02655, -0.02922], [2.93996, -0.34413, -0.64721], [0.95418, -1.79610, 1.00921], [0.23082, -2.23571, -0.50444], [-1.50574, -0.89714, 1.44344]],
  "lowdin_charge": [-0.08, -0.30, -0.34, 0.08, -0.09, -0.27, -0.02, 0.08, 0.09, 0.09, 0.14, 0.15, 0.03, 0.04, 0.13, 0.11, 0.15],
  "homo_lumo_gap_ev": 10.5,
  "e_homo_ha": -0.3439,
  "smiles": "C[C@@H]1[C@@H](N)C[C@@H]1F"
}

Result of the stability comparison: arrangement b is the most stable of them.

Arrangement a

{
  "formula": "C2H5BrI2OSi",
  "method": "the ωB97M-V functional and the def2-TZVPD basis",
  "symbols": ["C", "C", "O", "Si", "Br", "I", "I", "H", "H", "H", "H", "H"],
  "xyz": [[-2.83521, 0.34611, -0.17881], [-1.49516, -0.32545, 0.13797], [-0.40996, 0.31981, -0.23523], [4.03674, 0.05946, -0.49565], [2.47348, 0.80951, 0.90890], [4.56196, -2.30200, 0.01920], [6.07893, 1.45099, -0.29734], [-2.96739, 1.22979, 0.44261], [-2.84653, 0.66382, -1.21797], [-3.65850, -0.34089, 0.00017], [-1.48774, -1.35157, -0.31398], [-1.45063, -0.55959, 1.23013]],
  "lowdin_charge": [-0.06, -0.43, -0.03, -0.71, 0.20, 0.28, 0.28, 0.07, 0.07, 0.08, 0.13, 0.11],
  "homo_lumo_gap_ev": [7.5, 6.6],
  "e_homo_ha": [-0.3574, -0.3045]
}

Arrangement b

{
  "formula": "C2H5BrI2OSi",
  "method": "the ωB97M-V functional and the def2-TZVPD basis",
  "symbols": ["C", "C", "O", "Si", "Br", "I", "I", "H", "H", "H", "H", "H"],
  "xyz": [[1.55614, -0.46442, -0.61722], [1.17354, 0.20335, 0.65395], [0.03005, -0.23715, 1.11853], [-2.27389, 0.13520, -0.02403], [-3.53530, 0.12021, 1.75913], [-1.99553, 2.37199, -0.87375], [-3.03020, -1.58895, -1.54225], [2.47350, -0.07649, -0.86314], [1.89718, -1.56723, -0.35008], [0.80992, -0.37494, -1.38560], [1.08231, 1.35888, 0.57837], [1.81226, 0.11955, 1.54609]],
  "lowdin_charge": [-0.09, -0.54, -0.30, -0.72, 0.29, 0.46, 0.45, 0.03, 0.13, 0.06, 0.11, 0.13],
  "homo_lumo_gap_ev": [6.9, 6.8],
  "e_homo_ha": [-0.3164, -0.3142]
}

Result of the stability comparison: arrangement b is the most stable of them.

Arrangement a

{
  "formula": "C5H9N3O3",
  "method": "the ωB97M-V functional and the def2-TZVPD basis",
  "symbols": ["C", "C", "C", "C", "C", "N", "N", "N", "O", "O", "O", "H", "H", "H", "H", "H", "H", "H", "H", "H"],
  "xyz": [[0.95781, -0.92732, 0.43149], [1.78264, -0.37523, -0.90569], [-0.06095, 0.02539, 0.81221], [-1.88854, -0.67451, -0.56214], [-1.45261, -0.19685, 0.80733], [1.12247, 0.53509, -1.70562], [0.36241, 1.35862, -1.23364], [0.48451, 1.20481, 1.46086], [-0.16509, 2.35965, -1.58098], [-0.34506, 1.99724, 1.89667], [1.67609, 1.32274, 1.43907], [0.63753, -1.93864, 0.15256], [1.67942, -0.97464, 1.33432], [2.74947, 0.05016, -0.62791], [2.01294, -1.21278, -1.45942], [-1.82242, 0.19857, -1.32537], [-2.92935, -0.94617, -0.60575], [-1.21282, -1.48116, -0.86312], [-1.50692, -0.99330, 1.50387], [-2.08154, 0.66831, 1.03126]],
  "lowdin_charge": [-0.07, -0.16, -0.22, -0.08, -0.21, 0.08, -0.16, -0.38, 0.09, 0.06, 0.06, 0.11, 0.16, 0.12, 0.08, 0.10, 0.07, 0.07, 0.13, 0.13],
  "homo_lumo_gap_ev": [7.9, 7.9],
  "e_homo_ha": [-0.3358, -0.3227]
}

Arrangement b

{
  "formula": "C5H9N3O3",
  "method": "the ωB97M-V functional and the def2-TZVPD basis",
  "symbols": ["C", "C", "C", "C", "C", "N", "N", "N", "O", "O", "O", "H", "H", "H", "H", "H", "H", "H", "H", "H"],
  "xyz": [[-2.51636, 0.66742, 0.99074], [-1.15638, 0.95283, 1.07514], [0.89346, -1.35837, 0.96087], [1.41854, -1.14230, -0.39576], [0.58895, 1.03934, -0.73469], [-2.81282, 0.11977, -0.21266], [-1.77846, 0.22426, -0.93836], [-0.75629, 0.86863, -0.22113], [0.68394, -1.61295, -1.55361], [1.22036, 1.87478, 0.11327], [0.81614, 1.07807, -2.02045], [-3.31018, 0.61578, 1.79905], [-0.60765, 1.50586, 1.87823], [-0.07926, -1.83903, 0.86519], [1.56257, -1.94664, 1.66416], [0.85038, -0.32919, 1.34046], [2.48398, -1.05197, -0.69817], [-0.15194, -1.85153, -1.28028], [2.04481, 2.03466, -0.23638], [0.60621, 0.15057, -2.39562]],
  "lowdin_charge": [-0.16, -0.09, -0.09, -0.18, -0.48, -0.01, 0.03, -0.03, -0.06, 0.12, 0.08, 0.11, 0.14, 0.09, 0.10, 0.05, 0.13, 0.03, 0.08, 0.15],
  "homo_lumo_gap_ev": [7.7, 7.7],
  "e_homo_ha": [-0.2624, -0.2626]
}

Result of the stability comparison: arrangement b is the most stable of them.

Arrangement a

{
  "formula": "BH24O10",
  "method": "the ωB97M-V functional and the def2-TZVPD basis",
  "symbols": ["B", "H", "H", "H", "H", "O", "H", "H", "O", "H", "H", "O", "H", "H", "O", "H", "H", "O", "H", "H", "O", "H", "H", "O", "H", "H", "O", "H", "H", "O", "H", "H", "O", "H", "H"],
  "xyz": [[-17.16000, -0.11600, -16.19700], [-17.33300, 0.19400, -17.39500], [-18.06500, -0.87600, -15.85500], [-16.12600, -0.71200, -15.94300], [-17.11500, 0.94100, -15.55600], [-15.31900, 2.76000, -14.17600], [-14.75300, 2.00300, -13.97800], [-15.67100, 2.60200, -15.02400], [-17.21900, -3.23800, -17.48700], [-18.12400, -3.15100, -17.72700], [-17.03700, -2.42500, -17.01500], [-13.45600, -2.60300, -14.53700], [-13.15300, -3.10500, -13.79900], [-14.40100, -2.61600, -14.43900], [-19.39700, -3.26800, -13.57000], [-19.16400, -2.36100, -13.74400], [-20.02700, -3.15000, -12.82200], [-16.09100, -3.05900, -13.84600], [-16.32800, -2.07200, -13.76700], [-16.79500, -3.49600, -14.30400], [-16.43600, -0.47800, -13.02400], [-16.52400, -0.88600, -12.20200], [-17.21800, 0.03800, -13.01500], [-15.24200, 2.32200, -17.15700], [-15.57200, 1.44900, -17.08300], [-14.33900, 2.20800, -16.83000], [-14.55200, -0.22200, -18.21800], [-15.11900, -0.45900, -17.52500], [-14.71400, 0.65300, -18.52500], [-19.31500, -0.20000, -13.34700], [-19.64800, 0.67300, -13.44800], [-19.07400, -0.28600, -14.28000], [-13.97900, 0.51000, -13.82300], [-14.79700, 0.09800, -13.48600], [-13.78800, 0.15800, -14.68500]],
  "lowdin_charge": [-0.40, 0.00, -0.04, -0.03, -0.02, -0.08, -0.04, -0.05, -0.06, 0.01, -0.04, -0.05, 0.01, -0.03, -0.06, -0.02, 0.05, -0.08, 0.04, 0.02, -0.01, 0.05, 0.03, -0.06, -0.07, 0.06, -0.05, -0.07, 0.00, -0.06, 0.04, 0.00, -0.06, 0.01, 0.04],
  "homo_lumo_gap_ev": 9.1,
  "e_homo_ha": -0.2381,
  "charge": -1
}

Arrangement b

{
  "formula": "BH24O10",
  "method": "the ωB97M-V functional and the def2-TZVPD basis",
  "symbols": ["B", "H", "H", "H", "H", "O", "H", "H", "O", "H", "H", "O", "H", "H", "O", "H", "H", "O", "H", "H", "O", "H", "H", "O", "H", "H", "O", "H", "H", "O", "H", "H", "O", "H", "H"],
  "xyz": [[0.62416, -0.29621, -0.41375], [-0.51588, -0.54851, -0.53274], [1.21025, -1.25293, -0.05359], [1.06707, 0.13727, -1.40561], [0.70650, 0.50743, 0.44997], [-3.34345, -0.90121, -1.09186], [-2.86446, -1.62900, -0.66040], [-2.94139, -0.05628, -0.78182], [3.30075, 0.51108, -2.10330], [2.39506, 0.20103, -1.85438], [3.89520, -0.07336, -1.62348], [-1.89585, -2.78050, 0.61406], [-1.77194, -2.08031, 1.26489], [-1.01657, -3.15951, 0.49833], [-0.10403, 1.61630, 3.46011], [0.68647, 2.03500, 3.81967], [0.18529, 0.70587, 3.21408], [1.14622, -3.22555, -1.44040], [1.69413, -3.21608, -2.23085], [1.09372, -2.28281, -1.15685], [-1.52621, -1.27564, -3.51884], [-2.35824, -1.35474, -3.02869], [-0.90990, -0.91571, -2.87025], [0.82049, -1.20673, 2.45622], [0.93395, -0.93177, 1.50497], [1.71691, -1.34716, 2.77909], [1.85610, 3.18872, 0.34594], [2.04463, 2.41691, -0.20205], [0.90066, 3.13572, 0.54103], [-0.78635, 3.19079, 1.37990], [-0.33684, 2.52754, 1.96998], [-1.14724, 3.84254, 1.98626], [-1.95613, 1.51283, -0.60306], [-1.58590, 2.11557, 0.07698], [-1.21717, 0.88938, -0.78957]],
  "lowdin_charge": [-0.35, -0.02, -0.01, -0.01, -0.01, -0.10, 0.00, 0.00, -0.10, -0.04, 0.02, -0.05, 0.05, 0.05, -0.06, 0.06, 0.04, -0.10, 0.03, -0.04, -0.08, 0.01, 0.00, -0.10, -0.04, 0.04, -0.09, 0.01, -0.01, -0.08, 0.02, 0.06, -0.10, 0.01, -0.02],
  "homo_lumo_gap_ev": 9.9,
  "e_homo_ha": -0.2704,
  "charge": -1
}

Result of the stability comparison: arrangement b is the most stable of them.